Record 1
The following is a DFT calculation (the ωB97M-V functional and the def2-TZVPD basis) of a 10-piece molecular cluster, C20H40Cl20 overall in a non-equilibrium geometry.

Output
total energy: -9989.8456 Ha
energy relative to the best compared isomer or geometry (same formula, charge and spin): 290.4 kJ/mol
E_HOMO: -10.6 eV
HOMO-LUMO gap: 10.49 eV

Structure (XYZ):
```
80
C20H40Cl20, DFT the ωB97M-V functional and the def2-TZVPD basis
Cl 9.134 -14.639 -5.307
C 8.979 -12.933 -5.848
C 10.193 -12.110 -5.525
Cl 10.254 -11.652 -3.807
H 8.047 -12.469 -5.525
H 8.972 -12.975 -6.937
H 10.182 -11.177 -6.087
H 11.079 -12.671 -5.824
Cl 13.676 -20.143 -3.183
C 12.004 -19.596 -2.827
C 11.468 -20.367 -1.652
Cl 11.281 -22.070 -2.130
H 11.364 -19.759 -3.694
H 11.981 -18.535 -2.577
H 10.521 -20.019 -1.239
H 12.140 -20.332 -0.794
Cl 7.862 -16.503 6.350
C 8.270 -14.774 6.529
C 8.268 -14.214 7.977
Cl 9.446 -15.074 8.977
H 7.750 -14.134 5.816
H 9.313 -14.590 6.270
H 7.331 -14.333 8.521
H 8.511 -13.153 7.923
Cl 11.929 -8.010 2.554
C 10.481 -8.422 1.630
C 9.181 -8.335 2.495
Cl 7.753 -8.223 1.600
H 10.661 -9.352 1.090
H 10.388 -7.665 0.852
H 9.172 -7.520 3.220
H 9.088 -9.188 3.167
Cl 10.099 -13.972 1.351
C 9.136 -14.876 0.095
C 7.738 -14.265 -0.167
Cl 6.810 -14.373 1.302
H 8.967 -15.881 0.481
H 9.738 -14.919 -0.812
H 7.210 -14.750 -0.989
H 7.823 -13.236 -0.516
Cl 14.633 -13.398 7.864
C 15.267 -12.957 6.231
C 14.140 -12.291 5.540
Cl 13.405 -10.949 6.418
H 15.531 -13.889 5.731
H 16.138 -12.308 6.331
H 13.313 -13.001 5.537
H 14.449 -11.999 4.536
Cl 3.000 -13.051 5.724
C 2.506 -11.356 5.251
C 3.679 -10.609 4.588
Cl 5.191 -10.661 5.542
H 2.401 -10.814 6.191
H 1.577 -11.450 4.689
H 3.510 -9.532 4.566
H 3.936 -10.911 3.573
Cl 1.053 -16.964 -2.471
C 0.707 -15.384 -1.765
C 0.991 -14.282 -2.744
Cl 2.731 -14.198 -3.225
H 1.197 -15.236 -0.803
H -0.340 -15.316 -1.469
H 0.698 -13.337 -2.287
H 0.383 -14.326 -3.648
Cl 17.864 -15.587 -0.248
C 16.449 -15.912 0.817
C 15.118 -15.891 0.007
Cl 15.013 -14.386 -0.794
H 16.480 -15.140 1.585
H 16.503 -16.901 1.274
H 14.271 -15.916 0.692
H 15.108 -16.662 -0.764
Cl 3.905 -6.720 -5.366
C 3.926 -8.127 -4.258
C 5.196 -8.234 -3.387
Cl 6.723 -8.160 -4.369
H 3.871 -8.980 -4.935
H 2.933 -8.070 -3.812
H 5.307 -9.139 -2.791
H 5.186 -7.330 -2.778
```

=====

Record 2
The following is a DFT calculation (the ωB97M-V functional and the def2-TZVPD basis) of one molecule with the formula C3H3FN2 in a non-equilibrium geometry.

Output
total energy: -325.4589 Ha
energy relative to the best compared isomer or geometry (same formula, charge and spin): 85.8 kJ/mol
E_HOMO: -9.5 eV
HOMO-LUMO gap: 10.50 eV

Structure (XYZ):
```
9
C3H3FN2, DFT the ωB97M-V functional and the def2-TZVPD basis
F -2.098 0.369 0.988
C -0.848 0.173 0.478
C 0.128 -0.794 0.917
N 1.151 -0.789 0.134
N 0.889 0.098 -0.798
C -0.316 0.681 -0.664
H 0.209 -1.355 1.830
H 1.572 0.207 -1.507
H -0.686 1.410 -1.377
```

=====

Record 3
The following is a DFT calculation (the ωB97M-V functional and the def2-TZVPD basis) of C13H16BiN5O5S as an isolated structure.

Output
total energy: -1767.8189 Ha
energy relative to the best compared isomer or geometry (same formula, charge and spin): 12.7 kJ/mol
E_HOMO: -8.7 eV
HOMO-LUMO gap: 8.09 eV

Structure (XYZ):
```
41
C13H16BiN5O5S, DFT the ωB97M-V functional and the def2-TZVPD basis
Bi 0.082 0.210 -0.104
O 2.044 -0.557 1.910
C 1.615 0.123 3.093
C 1.199 1.515 2.698
N -0.093 1.594 1.987
C -1.210 1.068 2.791
C -1.517 -0.426 2.578
O -2.334 -0.922 3.336
O -0.891 -1.023 1.614
C -0.285 2.978 1.516
C 0.566 3.288 0.275
O 1.141 4.354 0.205
O 0.577 2.346 -0.636
H 1.991 -1.505 2.065
H 2.430 0.201 3.815
H 0.789 -0.413 3.563
H 1.967 1.940 2.047
H 1.151 2.134 3.602
H -2.122 1.599 2.528
H -1.039 1.224 3.859
H -0.048 3.706 2.292
H -1.328 3.104 1.222
N -4.023 -1.333 -0.247
C -2.816 -1.007 -0.729
S -2.377 0.709 -0.608
N -2.127 -1.958 -1.317
N -0.897 -1.529 -1.666
C -0.160 -2.224 -2.435
C 1.166 -1.684 -2.806
C 2.061 -2.420 -3.568
C 3.276 -1.847 -3.905
C 3.572 -0.565 -3.472
C 2.629 0.102 -2.704
N 1.456 -0.444 -2.385
H -4.488 -0.686 0.363
H -4.265 -2.308 -0.198
H -0.495 -3.179 -2.837
H 1.803 -3.421 -3.894
H 3.990 -2.399 -4.504
H 4.510 -0.088 -3.723
H 2.798 1.111 -2.337
```

=====

Record 4
The following is a DFT calculation (the ωB97M-V functional and the def2-TZVPD basis) of a 2-piece molecular cluster, C4H13N2O overall in a non-equilibrium geometry.

Output
total energy: -344.8637 Ha
energy relative to the best compared isomer or geometry (same formula, charge and spin): 45.5 kJ/mol
E_HOMO (alpha / beta): -4.2 / -8.4 eV
multiplicity: 2
expectation value of S²: 0.75
HOMO-LUMO gap (alpha / beta): 4.99 / 9.13 eV

Structure (XYZ):
```
20
C4H13N2O, DFT the ωB97M-V functional and the def2-TZVPD basis
C -1.174 -1.477 0.093
C -0.749 -0.922 1.439
C 0.226 0.251 1.393
N -0.264 1.255 0.443
C 0.365 1.542 -0.763
N -0.229 2.507 -1.553
H -2.148 -1.106 -0.221
H -0.363 -1.363 -0.623
H -1.423 -2.545 0.132
H -1.597 -0.526 2.006
H -0.290 -1.708 2.053
H 0.325 0.746 2.359
H 1.227 -0.024 1.056
H -1.024 1.817 0.772
H 1.320 1.071 -0.922
H 0.057 2.602 -2.514
H -1.041 3.061 -1.322
H 2.486 -1.759 -0.555
H 2.057 -2.092 -1.919
O 2.238 -1.331 -1.355
```

=====

Record 5
The following is a DFT calculation (the ωB97M-V functional and the def2-TZVPD basis) of C7H9NO as an isolated structure in a non-equilibrium geometry.

Output
total energy: -401.9067 Ha
energy relative to the best compared isomer or geometry (same formula, charge and spin): 615.2 kJ/mol
E_HOMO: -9.2 eV
HOMO-LUMO gap: 9.69 eV

Structure (XYZ):
```
18
C7H9NO, DFT the ωB97M-V functional and the def2-TZVPD basis
C 2.209 -0.118 -0.401
C 0.590 0.690 0.334
C -0.792 1.338 0.025
C -1.973 0.341 0.077
C -1.686 -0.900 0.023
C -0.418 -1.549 0.087
C 0.649 -0.635 -0.436
H 2.793 1.639 0.010
H 0.544 0.462 1.381
H -0.836 2.307 0.778
H -0.705 1.900 -0.927
H -3.010 0.657 0.052
H -2.275 -1.781 -0.374
H -0.139 -1.652 1.292
H -0.314 -2.407 -0.519
H 0.289 -0.556 -1.557
N 1.924 1.151 -0.199
O 3.151 -0.886 0.353
```

=====

Record 6
The following is a DFT calculation (the ωB97M-V functional and the def2-TZVPD basis) of C22H36GeN5O7SeTi as an isolated structure.

Output
total energy: -6988.5124 Ha
energy relative to the best compared isomer or geometry (same formula, charge and spin): 29.6 kJ/mol
E_HOMO (alpha / beta): -7.7 / -7.9 eV
multiplicity: 2
expectation value of S²: 0.75
HOMO-LUMO gap (alpha / beta): 7.70 / 8.12 eV

Structure (XYZ):
```
73
C22H36GeN5O7SeTi, DFT the ωB97M-V functional and the def2-TZVPD basis
Ti 0.217 0.232 0.312
C 3.065 -1.099 -2.049
C 2.634 0.361 -2.016
C 1.600 0.639 -3.096
C 3.839 1.278 -2.185
O 2.010 0.643 -0.751
Ge 2.821 1.066 0.940
O 1.761 -0.397 1.575
C 2.151 -1.590 2.289
C 2.958 -1.159 3.507
C 0.879 -2.306 2.710
C 2.978 -2.471 1.365
O 1.107 1.950 1.118
C 0.862 3.100 1.945
C 1.603 4.286 1.340
C -0.637 3.355 1.970
C 1.365 2.800 3.354
H 3.511 -1.344 -3.015
H 2.210 -1.755 -1.884
H 3.804 -1.299 -1.271
H 1.996 0.369 -4.077
H 1.344 1.700 -3.112
H 0.689 0.064 -2.920
H 4.286 1.130 -3.169
H 4.605 1.071 -1.434
H 3.538 2.324 -2.096
H 2.369 -0.481 4.126
H 3.880 -0.653 3.210
H 3.229 -2.028 4.107
H 0.260 -1.656 3.330
H 1.129 -3.203 3.279
H 0.302 -2.611 1.836
H 3.893 -1.956 1.057
H 2.397 -2.735 0.481
H 3.265 -3.391 1.875
H 1.234 4.489 0.333
H 2.675 4.083 1.282
H 1.461 5.181 1.948
H -1.016 3.511 0.960
H -0.851 4.250 2.558
H -1.164 2.509 2.410
H 2.449 2.654 3.362
H 0.887 1.896 3.732
H 1.134 3.626 4.029
C -2.723 -0.595 -5.094
C -2.144 -1.566 -4.124
N -1.543 -1.253 -3.001
C -1.136 -2.442 -2.447
C -1.507 -3.490 -3.259
N -2.146 -2.906 -4.314
C -1.391 -4.973 -3.272
O -0.791 -5.544 -2.255
O -1.889 -5.587 -4.189
C -0.392 -2.522 -1.169
O -0.066 -3.616 -0.706
O -0.119 -1.410 -0.592
H -2.772 0.383 -4.621
H -3.723 -0.892 -5.409
H -2.098 -0.511 -5.985
H -2.530 -3.446 -5.075
H -0.469 -4.852 -1.601
Se -4.038 -1.121 1.804
C -2.405 -0.451 1.772
N -1.326 0.005 1.695
N -3.054 1.840 -1.908
C -2.157 2.808 -2.309
C -0.997 2.510 -1.673
N -1.179 1.384 -0.898
C -2.429 1.006 -1.066
H -4.021 1.768 -2.173
H -2.424 3.605 -2.979
H -0.051 3.022 -1.705
H -2.912 0.160 -0.604
```